{
  "formula": "C10H6ClN2ReS2",
  "method": "ωB97M-V/def2-TZVPD",
  "species": ["Re", "S", "C", "C", "C", "C", "C", "C", "C", "C", "C", "N", "H", "H", "H", "H", "H", "H", "Cl", "S", "C", "N"],
  "xyz": [[0.052, 1.332, 1.219], [-1.996, -2.100, -0.723], [-3.017, -1.570, 0.549], [-2.509, -0.507, 1.228], [-1.249, -0.100, 0.699], [-0.862, -0.883, -0.377], [0.392, -0.595, -1.047], [0.938, -1.275, -2.122], [2.151, -0.850, -2.637], [2.791, 0.247, -2.075], [2.195, 0.885, -1.008], [1.026, 0.471, -0.500], [-3.946, -2.087, 0.730], [-3.005, -0.039, 2.065], [0.417, -2.123, -2.544], [2.593, -1.368, -3.477], [3.732, 0.611, -2.459], [2.642, 1.756, -0.548], [-0.034, 3.251, 0.084], [-1.142, 1.768, 5.693], [-0.741, 1.639, 4.207], [-0.427, 1.535, 3.041]],
  "atomic_forces_ev_per_a": [[0.1, 0.1, 0.0], [0.0, 0.0, 0.0], [0.0, 0.0, 0.0], [0.0, 0.0, 0.0], [0.0, 0.0, 0.0], [0.0, 0.0, 0.0], [0.0, 0.0, 0.0], [0.0, 0.0, 0.0], [0.0, 0.0, 0.0], [0.0, 0.0, 0.0], [0.0, 0.0, 0.0], [0.0, 0.0, 0.0], [0.0, 0.0, 0.0], [0.0, 0.0, 0.0], [0.0, 0.0, 0.0], [0.0, 0.0, 0.0], [0.0, 0.0, 0.0], [0.0, 0.0, 0.0], [0.0, 0.0, 0.0], [0.0, 0.0, 0.0], [0.0, 0.0, 0.0], [0.0, 0.0, 0.0]],
  "total_charge": 1,
  "homo_energy_ev": [-12.0, -12.5],
  "multiplicity": 4,
  "s2": 3.79,
  "de_lowest_kj_mol": 0.0,
  "gap_ev": [6.58, 7.12]
}

{
  "formula": "C10H6GdN2O5",
  "method": "ωB97M-V/def2-TZVPD",
  "species": ["O", "C", "Gd", "O", "C", "C", "O", "C", "O", "C", "O", "N", "C", "C", "C", "N", "C", "C", "H", "H", "H", "H", "H", "H"],
  "xyz": [[0.001, 0.000, -7.001], [0.001, 0.000, -5.867], [0.002, 0.000, -1.462], [2.037, -2.530, -2.878], [1.330, -1.772, -2.324], [-1.330, 1.773, -2.326], [-2.035, 2.528, -2.878], [-1.713, -1.414, -2.303], [-2.576, -1.966, -2.860], [1.715, 1.415, -2.303], [2.580, 1.968, -2.860], [-0.002, -0.009, 4.756], [-0.001, 0.003, 3.393], [-0.053, -1.242, 2.702], [-0.044, -1.215, 1.321], [-0.001, -0.001, 0.708], [0.044, 1.216, 1.321], [0.051, 1.238, 2.701], [-0.041, -0.897, 5.232], [0.037, 0.905, 5.236], [-0.096, -2.196, 3.200], [-0.070, -2.097, 0.647], [0.072, 2.096, 0.646], [0.094, 2.197, 3.200]],
  "atomic_forces_ev_per_a": [[0.0, 0.0, 2.2], [0.0, 0.0, -2.0], [0.0, 0.0, 3.4], [-4.4, 4.6, 3.5], [5.8, -6.4, -4.4], [-5.6, 6.2, -4.3], [4.2, -4.4, 3.3], [-6.6, -4.4, -4.1], [4.8, 3.0, 3.2], [6.7, 4.5, -4.2], [-4.9, -3.1, 3.2], [0.0, 1.1, -2.4], [0.0, -0.4, 2.9], [0.0, -0.2, -2.0], [0.0, 0.4, 1.5], [0.0, 0.1, -2.1], [0.0, -0.6, 1.4], [0.0, 0.7, -1.8], [0.0, 0.2, 0.5], [-0.1, -1.2, 0.1], [0.0, 0.0, 0.3], [0.0, 0.3, 0.8], [0.0, -0.3, 0.8], [0.0, -0.1, 0.2]],
  "total_charge": 3,
  "homo_energy_ev": [-19.2, -19.2],
  "multiplicity": 8,
  "s2": 15.92,
  "gap_ev": [5.04, 5.43]
}

{
  "formula": "C10H70B2F3O28",
  "method": "ωB97M-V/def2-TZVPD",
  "species": ["C", "O", "C", "C", "C", "C", "B", "C", "C", "C", "F", "C", "F", "F", "C", "B", "O", "O", "H", "H", "H", "H", "H", "H", "H", "H", "H", "H", "H", "H", "H", "H", "H", "H", "H", "H", "H", "H", "O", "H", "H", "O", "H", "H", "O", "H", "H", "O", "H", "H", "O", "H", "H", "O", "H", "H", "O", "H", "H", "O", "H", "H", "O", "H", "H", "O", "H", "H", "O", "H", "H", "O", "H", "H", "O", "H", "H", "O", "H", "H", "O", "H", "H", "O", "H", "H", "O", "H", "H", "O", "H", "H", "O", "H", "H", "O", "H", "H", "O", "H", "H", "O", "H", "H", "O", "H", "H", "O", "H", "H", "O", "H", "H"],
  "xyz": [[5.163, 0.001, 0.677], [4.399, -1.190, 0.410], [3.086, -1.149, 1.042], [1.972, -1.412, -0.100], [2.382, -0.503, -1.338], [1.166, -0.016, -2.245], [0.070, 0.949, -1.434], [-1.407, 0.696, -2.158], [-2.268, -0.441, -1.396], [-3.346, 0.265, -0.461], [-4.420, 0.897, -1.177], [-3.260, 0.259, 0.968], [-4.216, -0.492, 1.727], [-2.259, 0.905, 1.693], [0.470, 2.537, -1.643], [0.108, 3.417, -0.314], [-0.223, 4.837, -0.518], [0.103, 2.859, 1.023], [5.989, 0.134, -0.106], [5.720, -0.139, 1.672], [4.558, 0.957, 0.669], [2.945, -0.159, 1.572], [3.064, -1.977, 1.846], [1.979, -2.524, -0.323], [0.976, -1.155, 0.371], [3.017, 0.391, -1.057], [3.049, -1.160, -2.008], [1.624, 0.676, -3.046], [0.659, -0.855, -2.839], [0.025, 0.619, -0.274], [-2.031, 1.659, -2.134], [-1.233, 0.400, -3.265], [-1.628, -1.189, -0.834], [-2.875, -1.049, -2.160], [1.569, 2.693, -1.915], [-0.164, 2.973, -2.494], [0.649, 5.294, -0.518], [-0.021, 3.628, 1.630], [-2.014, -0.590, -5.119], [-2.824, -0.075, -5.030], [-2.252, -1.296, -5.738], [-6.508, 2.589, 0.551], [-6.123, 3.427, 0.833], [-5.775, 2.132, 0.119], [2.928, 3.892, 1.022], [2.189, 3.532, 1.533], [3.311, 4.563, 1.603], [-2.294, 6.806, -2.013], [-1.953, 6.382, -1.211], [-2.586, 6.066, -2.559], [-5.043, -2.071, 4.148], [-4.437, -1.590, 4.724], [-5.020, -1.573, 3.312], [-6.804, -2.003, 1.920], [-7.142, -1.167, 2.261], [-6.986, -2.636, 2.630], [4.632, -3.875, -0.351], [4.623, -2.926, -0.130], [4.997, -3.902, -1.242], [5.342, -3.367, -3.511], [5.017, -2.782, -4.211], [5.092, -4.248, -3.810], [0.499, 4.406, 3.385], [0.142, 5.245, 3.703], [0.297, 3.782, 4.093], [3.799, 1.720, 3.434], [2.915, 1.630, 3.806], [3.698, 2.397, 2.750], [-4.394, 0.609, 4.749], [-4.398, 1.549, 4.964], [-4.075, 0.578, 3.837], [7.194, -5.371, -0.867], [6.305, -5.464, -0.500], [7.097, -4.688, -1.542], [2.886, 6.452, 2.779], [2.151, 6.093, 3.290], [3.270, 7.121, 3.358], [3.818, -2.115, 3.769], [4.704, -2.454, 3.589], [3.734, -2.185, 4.727], [2.277, -4.813, 1.511], [2.394, -5.613, 0.987], [3.107, -4.332, 1.392], [-3.744, -4.646, 2.495], [-4.221, -5.343, 2.958], [-4.130, -3.830, 2.840], [-8.349, -4.166, 0.757], [-7.956, -3.328, 1.047], [-7.626, -4.617, 0.306], [10.144, -5.997, 0.054], [9.389, -5.809, -0.520], [10.049, -6.931, 0.266], [-2.393, -2.810, -6.967], [-2.878, -3.557, -6.599], [-1.902, -3.189, -7.704], [5.564, -2.367, -6.098], [6.521, -2.406, -5.982], [5.449, -2.003, -6.983], [-6.039, 2.925, 3.886], [-6.850, 3.437, 3.983], [-6.280, 2.212, 3.281], [-7.596, -4.230, 4.271], [-7.245, -4.648, 5.065], [-7.900, -4.970, 3.729], [0.709, 6.944, -3.274], [-0.166, 6.847, -2.878], [0.587, 7.628, -3.945], [-0.936, -3.861, 0.858], [-0.045, -4.199, 0.698], [-1.042, -3.931, 1.813], [-1.064, 8.400, -4.751], [-1.590, 9.207, -4.788], [-1.641, 7.764, -4.310]],
  "atomic_forces_ev_per_a": [[1.5, -0.1, 0.1], [0.0, 1.3, 0.5], [-1.2, -1.2, 0.0], [1.3, 0.8, 1.2], [-0.6, -1.2, -1.4], [0.7, 0.4, -0.3], [0.1, -0.5, -1.3], [-0.7, -0.3, -0.5], [-0.4, 2.0, -0.5], [2.0, -0.5, 0.9], [0.7, -2.2, 1.7], [-0.9, 0.1, -2.2], [1.3, 2.8, -0.4], [-1.8, -2.7, -1.0], [-0.4, 1.2, 0.9], [0.5, -0.9, -0.7], [1.0, -0.7, 1.2], [-0.1, 2.4, -1.6], [-1.3, -0.5, 0.8], [-0.9, 0.5, -1.1], [0.4, -1.2, 0.1], [0.1, -1.1, -0.7], [-0.1, 1.4, -1.4], [0.0, 1.3, 0.0], [1.0, -0.2, -0.8], [-0.9, -0.9, 0.0], [-0.6, 0.9, 1.0], [-0.5, -1.1, 0.8], [0.8, 0.7, 1.0], [-0.1, 0.0, 0.4], [0.6, -1.2, -0.2], [-0.5, 0.5, 1.8], [-0.9, 1.1, -0.3], [0.4, 0.8, 1.2], [-1.2, -0.1, 0.4], [1.0, -0.3, 0.9], [-0.8, -0.3, -0.2], [-0.1, -0.8, -0.4], [-0.4, -0.2, -0.3], [0.2, 0.1, 0.2], [0.2, 0.1, 0.0], [0.1, 0.1, 0.2], [0.0, -0.1, 0.0], [0.0, -0.1, -0.1], [0.2, -0.1, 0.5], [-0.2, -0.1, -0.4], [-0.1, 0.2, -0.2], [0.0, 0.0, -0.2], [0.2, -0.1, -0.1], [0.0, -0.1, 0.2], [0.3, -0.1, -0.4], [-0.2, 0.1, 0.0], [-0.1, -0.3, 0.3], [-0.3, -0.1, 0.0], [0.0, 0.0, -0.1], [0.2, 0.0, 0.4], [0.2, -0.4, 0.1], [0.0, 0.2, 0.0], [-0.3, 0.3, -0.2], [0.1, -0.3, 0.2], [0.0, 0.0, 0.1], [0.0, 0.1, 0.0], [0.1, 0.3, 0.4], [-0.2, -0.1, -0.1], [0.0, -0.1, -0.1], [-0.1, 0.3, 0.1], [0.1, -0.1, -0.1], [0.1, -0.1, -0.1], [0.2, 0.2, -0.1], [-0.2, -0.1, 0.0], [0.0, 0.0, 0.1], [0.1, -0.2, -0.3], [0.1, 0.2, 0.2], [0.0, 0.0, 0.1], [0.0, 0.1, 0.3], [0.1, -0.2, -0.2], [0.1, -0.1, -0.1], [0.3, -0.2, 0.6], [-0.1, 0.1, -0.1], [0.0, 0.0, -0.1], [0.0, -0.2, 0.1], [0.0, 0.1, 0.0], [-0.2, 0.0, -0.2], [-0.1, -0.1, 0.1], [0.1, 0.1, 0.0], [0.0, 0.1, 0.1], [0.1, -0.1, 0.1], [0.0, 0.1, -0.2], [-0.1, 0.1, 0.0], [0.1, -0.2, -0.1], [-0.2, 0.1, 0.2], [0.0, 0.1, 0.0], [-0.2, -0.4, -0.2], [0.0, 0.1, 0.1], [0.1, 0.2, 0.1], [0.2, 0.0, -0.4], [-0.1, 0.0, 0.1], [-0.2, 0.0, 0.1], [-0.2, 0.1, 0.0], [0.1, 0.0, 0.0], [0.1, 0.1, 0.0], [-0.1, -0.3, -0.1], [0.1, 0.2, 0.0], [-0.1, 0.2, -0.1], [0.2, 0.0, 0.0], [0.1, 0.0, 0.1], [-0.1, -0.1, 0.2], [0.1, -0.2, 0.0], [0.0, 0.2, 0.1], [-0.1, 0.0, -0.1], [-0.5, 0.2, -0.2], [0.1, 0.0, 0.0], [0.1, 0.0, 0.1]],
  "total_charge": -1,
  "homo_energy_ev": -4.4,
  "gap_ev": 5.85
}

{
  "formula": "C10H7AuI2N3S2",
  "method": "ωB97M-V/def2-TZVPD",
  "species": ["Au", "S", "C", "C", "N", "C", "S", "C", "N", "N", "C", "C", "C", "C", "C", "C", "H", "H", "H", "H", "H", "H", "H", "I", "I"],
  "xyz": [[1.261, 0.377, -0.729], [3.409, 0.714, -0.106], [3.340, 2.432, 0.244], [4.600, 2.985, 0.660], [5.622, 3.406, 0.977], [2.247, 3.224, 0.154], [0.669, 2.691, -0.351], [2.350, 4.618, 0.490], [2.398, 5.736, 0.757], [-0.760, -0.122, -1.417], [-1.570, -0.881, -0.493], [-1.718, -2.249, -0.652], [-2.463, -2.960, 0.278], [-3.059, -2.309, 1.348], [-2.905, -0.937, 1.493], [-2.155, -0.218, 0.576], [-1.191, 0.775, -1.616], [-0.644, -0.624, -2.293], [-1.237, -2.768, -1.472], [-2.562, -4.031, 0.162], [-3.636, -2.870, 2.072], [-3.358, -0.423, 2.331], [-1.999, 0.848, 0.700], [1.830, -2.214, -1.203], [1.530, -5.199, -1.912]],
  "atomic_forces_ev_per_a": [[-0.1, 0.0, 0.0], [0.1, 0.0, 0.0], [0.2, 0.0, 0.1], [-0.1, 0.0, -0.1], [0.0, 0.0, 0.0], [-0.1, 0.1, 0.0], [0.0, 0.0, 0.0], [0.0, -0.1, 0.0], [0.0, 0.0, 0.0], [0.0, 0.0, 0.0], [0.0, 0.0, 0.0], [0.0, 0.0, 0.0], [0.0, 0.0, 0.0], [0.0, 0.0, 0.0], [0.0, 0.0, 0.0], [0.0, 0.0, 0.0], [0.0, 0.0, 0.0], [0.0, -0.1, 0.0], [0.0, 0.0, 0.0], [0.0, 0.0, 0.0], [0.0, 0.0, 0.0], [0.0, 0.0, 0.0], [0.0, 0.0, 0.0], [0.0, 0.0, 0.0], [0.0, 0.0, 0.0]],
  "total_charge": -1,
  "homo_energy_ev": [-4.7, -4.7],
  "de_lowest_kj_mol": 2.1,
  "gap_ev": [5.69, 5.70]
}

{
  "formula": "C10H7FeN3S2Se4",
  "method": "ωB97M-V/def2-TZVPD",
  "species": ["Fe", "Se", "Se", "Se", "Se", "S", "C", "C", "N", "C", "S", "C", "N", "N", "C", "C", "C", "C", "C", "C", "H", "H", "H", "H", "H", "H", "H"],
  "xyz": [[0.261, -0.840, 1.166], [-2.115, -1.079, 1.519], [-2.448, 0.269, 3.398], [-0.721, -0.516, 4.795], [1.084, -0.418, 3.323], [2.285, -0.590, 0.260], [2.789, -2.209, -0.026], [4.108, -2.415, -0.546], [5.167, -2.551, -0.975], [1.945, -3.247, 0.223], [0.355, -2.991, 0.847], [2.344, -4.601, -0.024], [2.664, -5.689, -0.224], [-0.017, 1.225, 0.873], [-0.776, 1.629, -0.282], [-1.874, 2.463, -0.130], [-2.626, 2.821, -1.238], [-2.278, 2.358, -2.499], [-1.176, 1.526, -2.643], [-0.428, 1.152, -1.537], [-0.468, 1.523, 1.736], [0.913, 1.637, 0.859], [-2.149, 2.811, 0.859], [-3.490, 3.461, -1.113], [-2.867, 2.637, -3.363], [-0.903, 1.151, -3.621], [0.419, 0.486, -1.638]],
  "atomic_forces_ev_per_a": [[-0.1, 0.0, -0.4], [0.0, -0.3, 0.2], [0.3, 0.3, 0.0], [-0.4, -0.3, -0.2], [0.2, 0.4, 0.2], [-0.1, 0.1, 0.0], [0.0, -0.1, 0.0], [0.0, 0.0, 0.0], [0.0, 0.0, 0.0], [0.0, 0.0, 0.0], [-0.2, 0.0, 0.1], [0.1, 0.0, 0.0], [0.0, 0.0, 0.0], [0.1, 0.0, 0.1], [0.0, 0.0, 0.1], [0.0, 0.0, 0.0], [0.0, 0.0, 0.0], [0.0, 0.0, 0.0], [0.0, 0.0, 0.0], [0.0, 0.1, 0.0], [-0.1, 0.0, 0.0], [0.0, 0.0, 0.0], [0.0, 0.0, 0.0], [0.0, 0.0, 0.0], [0.0, 0.0, 0.0], [0.0, 0.0, 0.0], [0.0, 0.0, 0.0]],
  "total_charge": -1,
  "homo_energy_ev": [-4.7, -4.9],
  "multiplicity": 2,
  "s2": 1.07,
  "gap_ev": [5.69, 7.16]
}

{
  "formula": "C10H7IS2",
  "method": "ωB97M-V/def2-TZVPD",
  "species": ["C", "C", "C", "C", "C", "C", "C", "C", "C", "C", "S", "S", "I", "H", "H", "H", "H", "H", "H", "H"],
  "xyz": [[-0.342, -2.420, 0.954], [-0.029, 2.137, -1.491], [0.808, -3.126, 0.912], [1.168, 2.340, -2.096], [-0.119, -1.188, 0.376], [0.021, 0.948, -0.751], [1.132, -0.983, -0.252], [1.178, 0.223, -1.003], [-0.879, 0.088, 0.142], [-1.180, 1.048, 1.842], [2.065, -2.332, 0.077], [2.368, 1.065, -1.861], [-2.815, -0.263, -0.824], [-1.207, -2.944, 1.364], [-0.851, 2.833, -1.640], [0.800, -4.141, 1.151], [1.320, 3.140, -2.853], [-0.653, 1.846, 1.552], [-0.579, 0.488, 2.508], [-2.205, 1.244, 1.894]],
  "atomic_forces_ev_per_a": [[-0.1, -0.7, 0.7], [0.3, 0.5, 0.1], [0.2, 0.2, -0.6], [0.8, 1.0, -1.6], [-0.1, 3.3, -1.9], [-0.5, -2.3, 0.2], [-1.6, -1.7, 1.6], [-0.2, 0.7, 1.4], [-1.2, 1.8, 2.1], [0.5, -3.9, -3.9], [1.3, -1.0, -0.2], [-1.2, 1.0, -0.5], [0.5, 0.2, 0.4], [-0.1, 0.9, -0.2], [0.1, -0.3, 0.3], [0.8, -1.4, 0.5], [0.3, -0.7, 0.8], [1.8, 3.4, -0.8], [-0.3, -0.8, 1.0], [-1.4, -0.2, 0.6]],
  "homo_energy_ev": -7.8,
  "de_lowest_kj_mol": 170.2,
  "gap_ev": 7.72
}

Computed molar mass (Da) in order:
439.97, 391.42, 717.26, 684.10, 605.01, 318.20
Computed calculated total energy (hartree) in order:
-1828.78778, -1634.83625, -2878.94015, -2077.13700, -12215.51256, -1479.23270